Molecular formula: C6H11FN2O4S
Method: DFT, wB97M-V/def2-TZVPD

The geometry in XYZ format:
```
25
Properties=species:S:1:pos:R:3
S 3.0817 -1.4639 -1.1017
F -1.5110 -0.3233 1.0921
O 0.2479 4.4612 0.1621
O 0.0261 -0.1571 -0.6731
O -0.4079 -2.9652 -1.9215
O -0.9540 3.2727 1.5114
N 0.0302 3.9345 1.2332
N 1.0168 -2.8707 0.0611
C 2.0522 -2.4344 -0.3634
C -1.0069 -0.6235 -1.5400
C -0.4646 0.3963 0.5064
C 1.0583 4.1157 2.2936
C 0.3282 -3.7129 -0.9867
C -1.3945 -2.1237 -1.3172
H -1.5632 -2.3580 -0.2433
H -0.5829 -0.5845 -2.5709
H 1.1515 5.1825 2.4800
H -0.2869 -4.4861 -0.4725
H 0.7320 3.5939 3.1876
H -0.7665 1.4741 0.4047
H 1.9903 3.6987 1.9201
H -2.3946 -2.2392 -1.8045
H 1.1353 -4.2137 -1.5661
H 0.3828 0.3817 1.2330
H -1.9007 0.0450 -1.5243
```

* electronic energy: -1143.57657 a.u.
* highest occupied orbital energy: -9.246 eV
* gap between HOMO and LUMO: 9.30 eV
* LUMO energy: 0.0018 hartree
* F_max: 3.09 eV/Å

Listed below, in e, are the Mulliken charges computed for each atom: S -0.2688; F -0.3223; O -0.5145; O -0.2415; O -0.3511; O -0.5321; N 0.8996; N -0.3136; C 0.3863; C -0.6456; C 0.0189; C -0.7188; C -0.3762; C -0.4118; H 0.3301; H 0.3374; H 0.2906; H 0.3178; H 0.3066; H 0.1987; H 0.2866; H 0.3894; H 0.3601; H 0.1992; H 0.3753

***

Molecular formula: C16H46InN2Na4O14PS
Method: DFT, wB97M-V/def2-TZVPD

The geometry in XYZ format:
```
85
Properties=species:S:1:pos:R:3
In -0.7950 -18.6679 27.6882
S 0.6232 -24.4905 27.5319
P 3.1982 -19.2399 23.1116
Na 6.1568 -16.3541 26.1834
Na 0.6300 -23.2569 22.7260
Na 5.6506 -22.8066 25.2129
Na 1.5472 -14.2892 22.7745
O 2.3963 -22.8294 17.5382
O 8.4637 -22.7693 20.0206
O 3.5134 -19.3070 24.6704
O 1.6330 -19.2761 23.1495
O 1.5450 -25.0858 26.6098
O 0.0748 -25.4762 28.4369
O 1.2243 -23.3207 28.1951
O -0.4337 -23.8592 26.6942
O 6.3822 -16.1028 17.6514
O 12.5849 -17.4797 22.0027
O 3.8998 -17.9282 22.6647
O -4.5794 -16.2452 24.2966
O -0.7102 -17.1690 19.2219
O 3.6488 -20.5616 22.4220
N -5.3821 -19.1308 24.9214
N 10.2825 -16.6164 22.9892
C 2.8386 -22.5648 16.2902
C 10.0985 -23.2044 18.2816
C 11.0132 -14.3016 22.9977
C -6.4186 -19.0740 22.7123
C 11.1415 -15.6700 22.3831
C 12.5847 -16.1647 22.5200
C -1.8676 -18.6260 17.5510
C -5.6317 -16.9584 23.6340
C 6.7478 -14.7964 15.6932
C 3.5046 -23.7706 15.5591
C -5.3835 -18.4621 23.6290
C -5.0144 -14.8490 24.5280
C 5.9506 -14.9461 16.9837
C 9.1407 -22.2482 18.8838
C -0.7626 -17.5824 17.8700
C 13.8662 -17.9260 21.5794
H -0.8428 -16.7357 17.1882
H 10.7960 -22.8157 17.5396
H -0.3712 -17.8928 19.7536
H -6.4634 -18.5181 21.7758
H -2.7823 -18.0350 17.5972
H 14.5634 -18.1122 22.3963
H 2.1823 -22.1957 15.5020
H 8.4245 -21.9838 18.1059
H 3.3975 -21.6681 16.5581
H 13.7448 -18.7817 20.9152
H 9.9874 -13.9363 22.9491
H 12.8063 -16.1128 23.5860
H -5.3159 -20.1182 24.7196
H 7.8034 -14.5273 15.6577
H 13.1426 -15.4826 21.8784
H 11.5573 -13.5714 22.3988
H -4.2113 -14.4994 25.1769
H -1.9681 -19.4547 18.2519
H 10.9572 -15.5756 21.3129
H 4.0905 -23.7024 14.6425
H 4.2020 -24.1970 16.2801
H 2.7788 -24.5471 15.3175
H -6.1190 -20.0827 22.4277
H 5.8645 -16.3320 18.4266
H 6.6186 -15.6519 15.0302
H 9.6010 -23.9932 17.7174
H -4.9827 -14.2720 23.6039
H 0.1343 -18.0386 17.4511
H -6.3042 -19.0800 25.3304
H 4.8834 -15.0400 16.7827
H -5.9982 -14.5630 24.9000
H -1.7708 -19.1404 16.5948
H 6.3259 -13.9298 15.1840
H 7.5594 -22.4484 20.0465
H -5.6156 -16.4635 22.6629
H 14.2750 -17.1563 20.9247
H 11.4494 -14.3416 23.9958
H 3.1100 -22.5566 18.1195
H -7.3949 -19.2705 23.1554
H 9.4128 -16.5660 22.4782
H -6.5839 -16.8289 24.1484
H 10.6579 -23.6449 19.1069
H 10.6984 -17.5116 22.7753
H 9.6148 -21.3383 19.2518
H -4.3859 -18.7512 23.2983
H 5.9567 -13.9644 17.4574
```

* electronic energy: -3378.05693 a.u.
* highest occupied orbital energy: -9.595 eV
* gap between HOMO and LUMO: 2.13 eV
* LUMO energy: -0.2742 hartree
* total charge: +2
* F_max: 4.24 eV/Å

Listed below, in e, are the Mulliken charges computed for each atom: In 0.9827; S 1.2672; P 0.7922; Na 0.9771; Na 0.9812; Na 0.9845; Na 0.9876; O -0.4916; O -0.5317; O -0.6458; O -0.5790; O -0.6373; O -0.5883; O -0.5891; O -0.5921; O -0.5023; O -0.3035; O -0.7089; O -0.2945; O -0.4871; O -0.6525; N -0.6728; N -0.8130; C -0.2809; C -1.0449; C -1.2986; C -1.4237; C 0.4048; C -0.7485; C -0.9326; C -0.8153; C -1.1063; C -0.9175; C 0.4408; C -0.7767; C -0.1177; C -0.0936; C -0.3090; C -0.7692; H 0.2951; H 0.3335; H 0.3080; H 0.3727; H 0.2469; H 0.2912; H 0.2429; H 0.2655; H 0.2832; H 0.2631; H 0.3117; H 0.3260; H 0.2739; H 0.3187; H 0.3972; H 0.3694; H 0.2183; H 0.3055; H 0.3168; H 0.3402; H 0.2315; H 0.2671; H 0.4056; H 0.2785; H 0.2853; H 0.2772; H 0.3266; H 0.2517; H 0.2653; H 0.2447; H 0.3299; H 0.3240; H 0.3421; H 0.3015; H 0.3895; H 0.3160; H 0.3309; H 0.3250; H 0.3586; H 0.2656; H 0.3444; H 0.2828; H 0.3473; H 0.2101; H 0.2673; H 0.2577

***

Molecular formula: C19H24N2O5S
Method: DFT, wB97M-V/def2-TZVPD

The geometry in XYZ format:
```
51
Properties=species:S:1:pos:R:3
S 0.3807 -3.0995 0.5672
O 2.6179 -2.3468 1.7755
O -7.1644 0.0000 -0.7934
O 3.7084 1.1340 2.4759
O -5.2101 1.5377 0.6800
O -1.0531 0.3255 1.5583
N 0.8480 -0.8892 1.7752
N 2.7289 0.6921 0.4889
C -7.6611 1.2539 -0.3747
C -4.2225 2.2417 1.3994
C 5.5573 0.8640 -2.9343
C -5.9085 -0.4066 -0.5156
C 4.4046 -0.2953 -0.9923
C -3.6699 -0.2941 0.3758
C -5.6005 -1.6788 -1.0096
C 3.8841 0.9831 -0.3327
C 1.5311 0.1407 2.5289
C 2.7840 0.6921 1.8345
C 6.8702 0.2865 -0.8740
C -3.3645 -1.5683 -0.1211
C 1.4930 -2.0637 1.4844
C -0.4599 -0.7123 1.3414
C -2.1046 -2.2276 0.0376
C 5.7108 -0.1235 -1.7789
C -4.3689 -2.2532 -0.8233
C -0.9250 -1.8961 0.6277
C -4.9077 0.2947 0.1962
H -7.6611 1.3441 0.7127
H 5.4167 1.8761 -2.5633
H -7.0893 2.0775 -0.8054
H -3.3390 2.4379 0.7861
H 4.5601 -1.0405 -0.2084
H -4.6893 3.1855 1.6772
H 4.6331 1.4063 0.3371
H 5.9470 -1.1062 -2.2044
H 6.7412 1.3024 -0.5100
H 1.9351 0.2846 0.0199
H 4.7066 0.5995 -3.5588
H 7.8076 0.2422 -1.4240
H -4.1737 -3.2377 -1.2201
H 6.4507 0.8545 -3.5545
H -8.6858 1.2881 -0.7442
H 6.9420 -0.3801 -0.0185
H 3.6035 1.7256 -1.0846
H -2.9056 0.2350 0.9139
H -2.0897 -3.2153 -0.4128
H 3.6352 -0.6814 -1.6683
H -6.3791 -2.1955 -1.5480
H -3.9215 1.7036 2.3022
H 0.8132 0.9534 2.6789
H 1.8439 -0.2509 3.5003
```

* electronic energy: -1622.32823 a.u.
* highest occupied orbital energy: -8.043 eV
* gap between HOMO and LUMO: 7.30 eV
* LUMO energy: -0.0272 hartree
* energy above the lowest of the compared OMol25 structures with the same formula, charge and spin: 44.8 kcal/mol
* F_max: 1.06 eV/Å

Listed below, in e, are the Mulliken charges computed for each atom: S -0.2779; O -0.5294; O -0.4803; O -0.6859; O -0.5032; O -0.7147; N -0.0410; N -0.0219; C -0.7011; C -0.8581; C -1.5769; C 0.4098; C -0.4548; C -0.3973; C -0.5739; C -0.9406; C -0.7350; C 0.5939; C -1.5555; C 0.1137; C 0.5545; C 0.7031; C -0.8243; C 0.5855; C -1.1496; C 0.3983; C 1.3201; H 0.2612; H 0.3285; H 0.2587; H 0.3253; H 0.2785; H 0.2691; H 0.4181; H 0.3125; H 0.3362; H 0.1950; H 0.3528; H 0.4355; H 0.3330; H 0.4467; H 0.3056; H 0.3708; H 0.1834; H 0.8001; H 0.3253; H 0.3828; H 0.4279; H 0.3266; H 0.3368; H 0.3322

***

Molecular formula: C23H21Br42N2O8P3
Method: DFT, wB97M-V/def2-TZVPD

The geometry in XYZ format:
```
99
Properties=species:S:1:pos:R:3
Br 5.1330 -2.5334 2.5872
Br -7.7298 -6.0127 -5.2840
Br 4.1898 1.6643 -5.5055
Br -6.7519 -4.0277 -0.4141
Br -3.4299 0.2399 3.4495
Br 7.4125 4.6301 -9.4835
Br -8.4459 -3.0804 -4.2445
Br 3.2014 -4.2614 0.7291
Br 4.6424 5.4704 -8.1503
Br -4.7047 -9.2030 -4.6116
Br 2.9609 -0.7515 -11.4588
Br -3.2904 -6.6260 -5.8439
Br 3.6362 -3.6844 -12.5095
Br -5.2169 5.7163 6.6499
Br -6.5405 -1.3196 1.2592
Br 4.1164 -4.5931 7.3665
Br -6.6139 4.8400 1.0742
Br 4.0661 -5.4761 4.3052
Br -7.2261 0.4065 4.8169
Br 7.0624 -7.2202 10.1083
Br -1.1041 2.4152 3.6331
Br 4.6943 -8.1782 8.2075
Br 6.8196 -4.6374 5.6784
Br -6.2067 0.6890 7.8248
Br 4.0693 -7.3019 11.2046
Br -5.4582 -3.7916 -5.0983
Br 4.2342 0.4634 -8.4681
Br -4.2039 2.8845 9.5222
Br -5.3611 -1.4700 -1.6991
Br -4.0298 8.4734 5.5751
Br -6.6963 3.5316 -1.8351
Br -6.8967 4.5050 10.0719
Br -3.8998 4.0757 -0.4198
Br -7.6017 3.1551 6.3898
Br -6.0162 2.1561 12.0380
Br 5.9692 -1.5397 -12.1488
Br -4.4925 -6.5363 -2.8773
Br -4.0841 3.1966 4.4427
Br 4.6886 4.2678 -11.1048
Br -3.2917 7.4455 8.5041
Br 6.9579 0.8249 -6.8423
Br 4.3777 -1.4897 -0.3285
P -2.6541 1.0063 -0.8851
P -1.1562 2.3412 0.0162
P 6.6652 1.1481 -1.4748
O -3.2034 1.7035 -2.0545
O -1.9474 -0.3682 -1.3263
O -0.2029 1.7329 -2.9296
O 7.1538 -0.0719 -2.4854
O -3.8148 0.6548 0.1401
O 6.8563 0.5426 0.0326
O 1.6607 3.2504 0.8758
O 4.7558 4.8323 0.1845
N 0.4259 2.0249 -0.6912
N 4.6178 2.4762 0.4433
C 1.5714 2.5514 -0.0921
C 2.6793 1.9710 -0.9647
C 4.8093 1.2612 -1.7304
C -2.7713 1.7921 4.3790
C 5.0871 -5.4407 5.9379
C 4.6878 -3.0366 0.7877
C 4.0346 1.9099 -0.7465
C 0.6025 1.7266 -2.0434
C 5.6374 5.3101 -9.7936
C -3.6662 -7.6253 -4.2393
C 4.2672 -2.1679 -11.5054
C -5.7177 4.6716 -0.6267
C -3.7307 6.9377 6.6978
C 5.3542 -8.1028 10.0164
C -5.4180 3.5570 10.8584
C -5.7158 -2.4378 -0.0771
C 4.2246 0.7237 -2.8656
C 2.8356 0.8320 -3.0936
C 2.0986 1.4563 -2.1219
C 4.6946 3.6965 0.3231
C -7.0991 -4.4529 -4.3454
C -7.5222 1.2370 6.5300
C 5.1820 1.5063 -7.1576
H -4.8683 4.2671 11.4592
H 2.3546 0.4363 -3.9777
H -2.5715 1.4914 5.3977
H 5.5015 -9.1220 10.3432
H 5.2907 2.5036 -7.5654
H 5.7450 6.3063 -10.1983
H -4.7622 -2.7572 0.3194
H -5.6860 5.6570 -1.0695
H 6.2144 -0.1764 0.1863
H 4.4139 -2.4981 -10.4866
H -6.8808 -4.7583 -3.3313
H -8.4863 0.9021 6.8848
H -4.6210 1.0316 -0.2521
H -2.7168 -7.9552 -3.8433
H 5.5439 -3.5553 0.3797
H 4.8130 0.1988 -3.5973
H 6.7764 0.0619 -3.3655
H 5.2554 -6.4651 6.2319
H -1.0352 1.8339 1.3400
H -1.6264 -0.2801 -2.2352
H -2.8749 6.4119 6.2973
```

* electronic energy: -110733.08052 a.u.
* highest occupied orbital energy: -8.797 eV
* gap between HOMO and LUMO: 7.87 eV
* LUMO energy: -0.0341 hartree
* energy above the lowest of the compared OMol25 structures with the same formula, charge and spin: 0.0 kcal/mol
* F_max: 2.40 eV/Å

Listed below, in e, are the Mulliken charges computed for each atom: Br 0.0480; Br -0.0294; Br 0.1523; Br -0.0973; Br -0.0165; Br 0.0038; Br -0.0468; Br -0.0672; Br -0.0085; Br -0.0061; Br -0.0451; Br -0.0117; Br -0.0360; Br 0.0537; Br -0.0168; Br 0.0249; Br -0.0096; Br 0.0090; Br 0.0042; Br -0.0022; Br 0.0038; Br 0.0093; Br -0.0264; Br 0.0004; Br 0.0027; Br 0.0014; Br 0.0783; Br -0.0264; Br 0.0952; Br -0.0263; Br -0.0369; Br -0.0167; Br 0.1854; Br -0.0439; Br -0.0221; Br 0.0108; Br 0.0436; Br 0.1724; Br 0.0200; Br -0.0374; Br -0.0437; Br 0.1057; P 0.6281; P -0.3476; P 0.0126; O -0.4903; O -0.4077; O -0.5554; O -0.4330; O -0.0297; O -0.2609; O -0.6110; O -0.3953; N 0.5106; N -0.5699; C 0.4895; C 0.5448; C 0.5696; C -0.3875; C -0.0153; C -0.4185; C 0.2127; C -0.1686; C -0.3692; C -0.3433; C -0.2817; C -0.4293; C -0.3381; C -0.3174; C -0.2954; C -0.3566; C -0.6908; C -1.8804; C 0.6998; C 0.5946; C 0.0925; C -0.3616; C 0.1647; H 0.3454; H 0.7131; H 0.3317; H 0.3327; H -0.1966; H 0.3455; H 0.4160; H 0.3640; H 0.2187; H 0.3176; H -0.0854; H 0.3733; H 0.2146; H 0.3461; H 0.4067; H 0.6694; H 0.3209; H -0.0219; H -0.2139; H 0.3523; H 0.3326